Computed, not measured: a molecular structure, CHF4NO4PbS2 at a distorted geometry, with the ωB97M-V functional and the def2-TZVPD basis.

Each line ends with the Löwdin charge.
Geometry (Å):
Pb (-0.19, 2.60, -0.08)  1.37
N (-0.36, -0.69, -0.06)  -0.34
S (0.48, 0.32, -1.23)  0.39
O (1.88, -0.16, -1.08)  -0.43
O (-0.07, 0.05, -2.58)  -0.41
S (-1.66, -0.14, 0.60)  0.58
O (-1.62, 1.37, 0.68)  -0.65
O (-2.00, -0.81, 1.85)  -0.26
C (-3.16, -0.39, -0.48)  -0.70
F (-3.06, 0.34, -1.57)  0.15
F (-3.25, -1.66, -0.80)  0.17
F (-4.25, -0.01, 0.18)  0.16
F (2.17, 2.18, 1.68)  -0.18
H (1.79, 1.27, 1.38)  0.14

Values from the calculation:
HOMO level, eV: -9.85
LUMO, Ha: -0.095
Gap between HOMO and LUMO, Eh: 0.2672
Total charge: 0
F_max, eV/Å: 4.19
Spin multiplicity: 1
ΔE to the lowest compared entry with this formula, charge and spin, kcal per mole: 8.8
E_tot, Eh: -1783.0257